ORCA calculation (wB97M-V/def2-TZVPD) on C2H3IN2 in the gas phase.

Each line ends with the natural charge from an NBO analysis.
Cartesian coordinates (Å):
N  0.9286  -0.1880  -0.1048  -0.080
H  -1.8975  0.5357  -0.8481  0.223
H  -2.0875  -0.8555  0.4092  0.224
H  -1.1827  0.8464  0.8797  0.199
I  3.8398  0.4858  -0.0652  0.202
N  -0.1872  -0.4087  -0.5524  -0.257
C  -1.4394  0.0445  0.0770  -0.460
C  2.0260  -0.4602  0.2045  -0.052

The highest occupied orbital energy (alpha / beta) is -8.34 / -8.34 eV. The charge is 0. As for the total energy: -13199.503 eV. As for the spin multiplicity: 1.